107
Properties=species:S:1:pos:R:3 method="wB97M-V/def2-TZVPD" e_homo_ha="-0.3964 / -0.4419" spin_multiplicity=2 orbital_gap_ev="4.2 / 5.8" s2=0.776 total_charge=+2
Ta -0.6681 -0.9465 1.8002
C -1.0708 3.2285 2.9331
C -2.3827 3.7189 2.6239
C -3.3108 2.8097 2.1886
C -2.9621 1.4251 2.0032
N -1.6468 1.0751 2.1551
C -0.8012 1.9226 2.7732
N -3.9509 0.5068 1.8800
C -3.7648 -0.7679 1.5423
N -2.6764 -1.3520 0.9613
C -3.0819 -2.4974 0.3013
N -2.3996 -3.3251 -0.4996
C -1.0603 -3.3716 -0.4048
C -0.3153 -4.0017 -1.3883
C 1.0702 -4.2128 -1.2186
C 1.6752 -3.9547 0.0215
C 0.9059 -3.3029 0.9490
N -0.3470 -2.7750 0.6507
C -4.4677 -2.7453 0.6146
C -5.3295 -3.7192 0.1390
C -6.6833 -3.6237 0.3452
C -7.1500 -2.7409 1.3058
C -6.2888 -1.7511 1.7997
C -4.9261 -1.6638 1.3865
H -0.2802 3.9184 3.2222
H -2.7511 4.7313 2.8968
H -4.3527 3.1214 2.0489
H 0.1929 1.6209 2.9385
H -0.7750 -4.3285 -2.3226
H 1.7487 -4.4846 -2.0206
H 2.6967 -4.0294 0.1683
H 1.2815 -3.1512 1.9111
H -4.9112 -4.5180 -0.4806
H -7.2969 -4.3948 -0.1257
H -8.1518 -2.7988 1.7198
H -6.6222 -1.2117 2.7501
C 1.5473 -4.1227 8.0608
C 1.0044 -2.7970 7.5778
O 1.4605 -2.5657 6.2408
P 1.8380 -1.1830 5.5411
S 1.4147 -0.1163 1.3940
S -0.6531 -1.7604 3.8422
O 3.1473 -1.6112 4.7749
C 4.4048 -0.9418 4.6952
C 5.3890 -1.8089 3.8821
H 1.1064 -4.3004 9.1042
H 2.6297 -4.2849 8.1261
H 1.2407 -4.9811 7.3657
H 1.2938 -1.9706 8.2740
H -0.1151 -2.8175 7.5696
H 4.8498 -0.8216 5.7075
H 4.2115 0.0526 4.1792
H 5.7929 -2.6623 4.4099
H 6.3160 -1.2781 3.7330
H 4.9106 -2.1743 2.9539
C 0.3158 1.1414 -1.8752
C -0.6679 2.1884 -1.2907
As -2.0178 2.9661 -2.4665
C -2.8678 1.4918 -3.4746
C -3.2467 1.5612 -4.7916
C -3.6707 0.4987 -5.5474
C -3.7581 -0.7116 -4.8414
C -3.5406 -0.8225 -3.4818
C -3.1052 0.2634 -2.7934
C -1.0253 3.5352 -4.0808
C -0.7501 2.7050 -5.1796
C -0.1480 3.2129 -6.3402
C 0.2184 4.5866 -6.3438
C 0.0128 5.3617 -5.1860
C -0.5947 4.8208 -4.0766
P 1.7215 0.8890 -0.7609
C 2.8756 -0.2203 -1.5176
C 2.6689 -0.9428 -2.7590
C 3.7325 -1.6566 -3.2967
C 4.9322 -1.8474 -2.5602
C 5.0653 -1.2441 -1.3097
C 4.0724 -0.3309 -0.8720
C 2.5406 2.3678 -0.4024
C 2.8657 2.8313 0.8565
C 3.4209 4.0707 1.0446
C 3.7782 4.7943 -0.1266
C 3.3966 4.3214 -1.4292
C 2.8797 3.0794 -1.5664
H 0.8254 1.5255 -2.7717
H -0.1670 0.2299 -2.0766
H -0.1748 3.1295 -0.9596
H -0.9880 1.8420 -0.3275
H -3.2298 2.4622 -5.3084
H -3.9555 0.5331 -6.6743
H -3.9897 -1.6704 -5.3318
H -3.7123 -1.8086 -3.0187
H -2.7489 0.2559 -1.7416
H -0.7972 1.5820 -4.9940
H 0.0803 2.6468 -7.1941
H 0.6475 5.1254 -7.1924
H 0.2986 6.3630 -5.0944
H -0.6275 5.3702 -3.1068
H 1.6986 -0.9550 -3.3305
H 3.7366 -2.0556 -4.3470
H 5.7337 -2.5188 -2.9426
H 6.0469 -1.2561 -0.9313
H 4.2572 0.2384 0.0610
H 2.9090 2.1045 1.6920
H 3.5917 4.4015 2.0644
H 4.3255 5.7208 -0.1933
H 3.4062 4.9174 -2.2683
H 2.7947 2.6405 -2.5446

=====

143
Properties=species:S:1:pos:R:3 method="wB97M-V/def2-TZVPD" e_homo_ha=0.0066 orbital_gap_ev=4.3 total_charge=-3
Zr 0.9597 0.2918 0.6250
C -1.5995 -2.7441 -1.2967
C -2.7096 -2.6504 -2.2376
C -3.2575 -1.2336 -2.6397
O -4.1813 -1.3018 -3.4243
C -2.6064 -0.0809 -2.0386
C -1.6104 -0.2275 -1.1241
C -1.0968 -1.6084 -0.6910
O -0.0934 -1.7477 0.1560
O -0.9650 0.8064 -0.6983
O -3.1990 -3.5748 -2.8735
H -1.0905 -3.6915 -1.1982
H -2.9844 0.8973 -2.2965
C 5.1267 -3.2321 0.1712
C 6.2821 -2.3115 0.0730
C 6.1079 -0.8693 0.6959
O 7.0733 -0.1197 0.4578
C 4.8577 -0.4840 1.3158
C 3.8718 -1.4179 1.4411
C 4.0427 -2.8533 0.9178
O 3.0961 -3.7331 1.0254
O 2.6938 -0.8446 1.6589
O 7.2860 -2.4178 -0.6361
H 5.1194 -4.1990 -0.3099
H 4.9123 0.5451 1.6390
C 4.2255 -0.2537 -2.1402
C 5.5086 0.4589 -2.2654
C 5.4020 2.0779 -2.0272
O 6.2311 2.8106 -2.5713
C 4.2670 2.5102 -1.2034
C 3.1482 1.7753 -1.0285
C 3.1305 0.3713 -1.6322
O 2.0358 -0.2929 -1.4733
O 2.2406 2.1802 -0.1525
O 6.6623 -0.0332 -2.4334
H 4.1389 -1.2991 -2.3970
H 4.2730 3.4748 -0.7177
C -1.2032 -1.2688 4.2924
C -0.5939 0.0409 3.8691
O -0.1428 0.0334 2.5224
H -1.5513 -1.2624 5.3253
H -0.4426 -2.0383 4.1600
H -2.1373 -1.3537 3.7372
H 0.2746 0.2730 4.4856
H -1.2255 0.9106 4.0503
C 5.6932 4.7317 2.7918
C 4.8311 3.5601 2.5023
O 4.2890 3.0458 3.6757
C 3.2830 2.1892 3.7010
O 2.4736 1.9511 2.7598
C 3.1107 1.4846 5.0328
F 2.7451 0.2466 4.8449
F 4.1664 1.5707 5.8189
F 2.1821 2.2019 5.6880
H 5.1401 5.6268 3.0764
H 6.2845 5.0689 1.9404
H 6.4161 4.5323 3.5829
H 5.4065 2.7795 2.0047
H 4.0116 3.8162 1.8308
C -0.1886 -4.5515 2.3715
C -1.3785 -5.1982 1.6109
O -1.2141 -6.5590 1.3313
C -2.1453 -7.1735 0.5509
O -3.0584 -6.5170 -0.0214
C -2.0004 -8.6943 0.3873
F -2.9712 -9.2431 1.0919
F -2.0847 -9.0342 -0.9673
F -0.8750 -9.1566 0.8090
H -0.2553 -4.8452 3.4190
H -0.2257 -3.4630 2.4148
H 0.7196 -4.8251 1.8344
H -1.5346 -4.4931 0.7946
H -2.3008 -5.0936 2.1823
C 3.0226 5.0368 -4.7835
C 2.7138 3.6409 -4.1174
O 1.7913 2.9866 -4.8694
C 0.8492 2.2335 -4.1834
O 0.7309 2.1485 -2.9230
C -0.0757 1.4523 -5.1806
F 0.3995 0.2123 -5.3355
F -1.2986 1.4253 -4.6336
F -0.2015 2.1180 -6.3675
H 3.4597 4.8250 -5.7593
H 3.7049 5.7258 -4.2856
H 2.1325 5.6603 -4.8669
H 2.4178 3.7467 -3.0738
H 3.5786 2.9777 -4.0962
C -8.6819 -1.2807 1.0398
C -7.7001 -0.1856 0.7160
O -6.4798 -0.4143 1.4070
C -5.3399 -0.7922 0.7703
O -5.3378 -1.0998 -0.4111
C -4.1412 -0.9353 1.7371
F -3.4583 -2.0566 1.4568
F -3.3022 0.0676 1.5667
F -4.5392 -0.9813 3.0440
H -8.9130 -1.3045 2.1047
H -8.1794 -2.2145 0.7877
H -9.6233 -1.1918 0.4977
H -8.1597 0.7678 0.9768
H -7.6209 -0.0607 -0.3640
C 1.4281 -4.3947 -2.0513
C 1.4367 -5.6926 -1.2399
O 1.0799 -6.8652 -1.9644
C 1.7657 -7.3280 -3.0544
O 2.7542 -6.7513 -3.5294
C 1.1765 -8.6371 -3.7001
F 0.1481 -9.0526 -2.9399
F 0.7287 -8.4501 -4.9342
F 2.1003 -9.6303 -3.8419
H 2.3016 -4.3183 -2.6988
H 1.3815 -3.4855 -1.4520
H 0.6035 -4.3498 -2.7626
H 0.6513 -5.5351 -0.5007
H 2.3419 -5.8865 -0.6645
C -0.9328 5.7992 -1.2437
C -0.4609 4.6256 -0.4498
O -0.9664 4.6298 0.9015
C -0.6069 3.6829 1.7480
O -0.0126 2.6682 1.3553
C -1.0522 4.0302 3.2332
F -2.1005 3.2453 3.5128
F -0.1019 3.8060 4.0712
F -1.3602 5.3498 3.4233
H -0.5436 5.7038 -2.2574
H -0.7092 6.7840 -0.8336
H -2.0204 5.8228 -1.3122
H 0.6223 4.6906 -0.3466
H -0.8328 3.7385 -0.9626
C -3.6305 2.8483 -0.4127
C -4.6561 3.9881 -0.4186
O -4.1582 5.0763 0.3310
C -5.0532 5.9785 0.7584
O -6.2686 6.0621 0.3725
C -4.4359 7.0881 1.6591
F -3.0771 7.2123 1.5460
F -4.9827 8.3145 1.4109
F -4.6777 6.8040 2.9138
H -2.8074 3.0800 -1.0886
H -4.0576 1.9060 -0.7559
H -3.2206 2.6577 0.5792
H -5.6029 3.6803 0.0254
H -4.7365 4.3252 -1.4520

=====

113
Properties=species:S:1:pos:R:3 method="wB97M-V/def2-TZVPD" e_homo_ha=-0.1129 orbital_gap_ev=6.5 total_charge=-2
Sn -0.6664 0.7307 -0.7306
O 0.9863 2.9546 -2.0086
S 1.5356 1.9055 -2.8408
O 1.6456 2.2217 -4.2492
O 0.8372 0.6036 -2.6238
C 3.2544 1.6091 -2.3589
C 4.1664 2.3556 -3.1006
C 5.5276 2.1516 -2.9747
C 5.9880 1.1474 -2.1393
C 5.0848 0.4040 -1.4032
C 3.7095 0.6425 -1.4537
P 2.6149 -0.3543 -0.3411
C 3.6580 -0.5878 1.1646
C 3.3760 -1.7021 1.9555
C 4.0260 -1.9149 3.1616
C 4.9671 -1.0006 3.6124
C 5.2469 0.1214 2.8453
C 4.6003 0.3239 1.6348
C 2.9743 -1.9843 -1.1954
C 3.9779 -2.8943 -0.8641
C 4.1008 -4.1037 -1.5365
C 3.2310 -4.4213 -2.5699
C 2.2444 -3.5140 -2.9291
C 2.1140 -2.3147 -2.2452
H 3.7758 3.0868 -3.7937
H 6.2236 2.7515 -3.5481
H 7.0486 0.9374 -2.0632
H 5.4561 -0.3864 -0.7639
H 2.6451 -2.4221 1.6068
H 3.7890 -2.7912 3.7538
H 5.4757 -1.1566 4.5564
H 5.9614 0.8564 3.1935
H 4.8126 1.2173 1.0652
H 4.6728 -2.6762 -0.0632
H 4.8756 -4.8030 -1.2427
H 3.3218 -5.3675 -3.0902
H 1.5587 -3.7467 -3.7347
H 1.3286 -1.6200 -2.5175
O 2.2216 3.2338 6.7571
C 1.0320 2.5586 7.1019
N 0.7397 1.4831 6.1910
C -0.3123 1.5576 5.3092
O -1.1726 2.4113 5.3655
C -0.3063 0.4735 4.2812
C -0.1275 -0.8606 4.6170
C -0.1549 -1.8103 3.6105
C -0.3012 -1.3838 2.3007
N -0.4437 -0.1035 1.9720
C -0.4806 0.7999 2.9390
H 2.2031 3.4007 5.8021
H 0.1631 3.2198 7.0929
H 1.1910 2.1750 8.1120
H 1.5216 0.9082 5.9142
H 0.0047 -1.1476 5.6540
H -0.0405 -2.8635 3.8316
H -0.3346 -2.0789 1.4686
H -0.6121 1.8333 2.6417
C -3.8806 -1.2172 -3.4157
Si -2.8764 0.3824 -3.5567
C -3.9437 1.5751 -4.5840
C -1.3903 0.0085 -4.6409
O -2.5933 0.9775 -2.0841
H -3.9824 -1.7303 -4.3767
H -4.8838 -1.0275 -3.0233
H -3.3708 -1.8872 -2.7183
H -4.1831 1.1268 -5.5528
H -3.4085 2.5093 -4.7756
H -4.8905 1.8253 -4.1010
H -1.6743 -0.0203 -5.6963
H -0.9451 -0.9529 -4.3736
H -0.6109 0.7589 -4.5164
I -4.1026 5.8927 -2.6621
C -2.8152 5.3616 -1.0992
C -2.3046 6.3245 -0.2477
C -1.4707 5.9049 0.7762
C -1.2004 4.5496 0.9023
N -1.7064 3.6339 0.0848
C -2.4880 4.0276 -0.9151
H -2.5350 7.3722 -0.3907
H -1.0361 6.6158 1.4662
H -0.5434 4.1923 1.6825
H -2.8334 3.2480 -1.5857
S 3.0182 3.4114 3.3389
C 2.6466 2.6518 1.9182
N 2.3941 2.1032 0.9219
C -0.9088 -1.5325 -1.0139
C -0.8541 -2.7357 -1.1968
C -0.7397 -4.1404 -1.4400
C -1.4621 -4.7485 -2.4724
C -1.3591 -6.1111 -2.6984
C -0.5296 -6.8947 -1.9061
C 0.2013 -6.2993 -0.8863
C 0.1002 -4.9373 -0.6561
H -2.1039 -4.1326 -3.0889
H -1.9342 -6.5681 -3.4949
H -0.4491 -7.9598 -2.0861
H 0.8532 -6.9023 -0.2655
H 0.6811 -4.4706 0.1294
N -5.2330 2.0511 -1.3641
C -6.0320 1.7578 -0.3287
O -7.1812 2.1747 -0.2172
C -5.4346 0.8776 0.7319
C -6.2684 0.3563 1.7089
C -5.7350 -0.4858 2.6684
C -4.3770 -0.7632 2.6140
N -3.5594 -0.2481 1.7028
C -4.0799 0.5589 0.7834
H -5.6327 2.6083 -2.1006
H -4.3094 1.6280 -1.5433
H -7.3170 0.6242 1.6941
H -6.3551 -0.9204 3.4417
H -3.9155 -1.4305 3.3358
H -3.3911 0.9599 0.0434

=====

108
Properties=species:S:1:pos:R:3 method="wB97M-V/def2-TZVPD" e_homo_ha=-0.3423 orbital_gap_ev=6.7 total_charge=+1
La -0.3058 -1.1904 -1.2402
N -3.4866 -4.2070 0.1373
C -4.0713 -3.1988 0.8560
C -3.2649 -2.0768 0.7725
N -2.2533 -2.3322 -0.1317
C -2.3885 -3.6197 -0.4654
C -1.5573 -4.2224 -1.4591
N -0.5836 -3.5800 -2.1288
C 0.0644 -4.4578 -2.9150
C -0.4783 -5.6885 -2.6949
N -1.5123 -5.5673 -1.7646
H -3.7754 -5.1602 -0.1087
H -4.9969 -3.3373 1.4181
H -3.2983 -1.0951 1.1804
H 0.9089 -4.1478 -3.5200
H -0.1282 -6.6397 -3.0611
H -2.2466 -6.2218 -1.5396
O 1.8942 -0.8782 -2.1761
S 2.7361 -1.9245 -1.5216
O 3.2653 -3.0211 -2.3561
N 1.7304 -2.3486 -0.3043
C 2.1827 -3.2574 0.5938
C 3.2717 -4.1210 0.3531
C 3.6713 -4.9880 1.3715
C 2.9774 -5.1103 2.5887
C 1.9852 -4.1810 2.9304
C 1.4206 -4.0573 4.1869
C 0.4433 -3.0731 4.3837
C 0.0635 -2.2385 3.3282
N 0.6584 -2.2666 2.1288
C 1.5523 -3.2339 1.8929
C 4.1326 -1.1279 -0.8205
C 5.0676 -0.6559 -1.7285
C 6.0035 0.2456 -1.3010
C 5.9786 0.6843 0.0146
C 5.0585 0.1837 0.9835
C 4.0524 -0.6833 0.5096
H 3.9320 -3.9918 -0.5146
H 4.5819 -5.5919 1.2630
H 3.2904 -5.9128 3.2776
H 1.7449 -4.6419 5.0573
H 0.0546 -2.9535 5.4162
H -0.7157 -1.4511 3.4428
H 5.0470 -1.0733 -2.7534
H 6.6789 0.6004 -1.9655
H 6.6611 1.4229 0.3364
H 4.9352 0.6084 1.9630
H 3.3546 -1.0969 1.2131
S -0.6064 0.5895 1.2001
Sb -0.3571 2.7114 2.0597
C 1.1192 2.8594 3.6161
C 2.0499 1.8323 3.7711
C 2.8748 1.8368 4.8756
C 2.6268 2.6857 5.9489
C 1.6634 3.6889 5.7889
C 0.8180 3.7334 4.6450
C -2.1406 2.9964 3.1932
C -2.9593 1.9385 3.4540
C -4.3119 2.1442 3.7551
C -4.8139 3.3813 3.9458
C -3.9587 4.4937 3.8891
C -2.6282 4.3228 3.3612
C -0.3583 4.0756 0.3700
C -1.2593 3.9396 -0.6861
C -1.4228 5.0066 -1.5957
C -0.6694 6.1707 -1.4126
C 0.3977 6.1693 -0.4381
C 0.5739 5.0901 0.4280
H 2.2091 1.1082 2.9154
H 3.7212 1.1274 4.8306
H 3.2775 2.5816 6.8560
H 1.5753 4.5042 6.4976
H 0.0579 4.4560 4.6211
H -2.5407 0.8829 3.4522
H -4.9529 1.2322 3.7893
H -5.8474 3.4537 4.2962
H -4.2991 5.5105 4.2240
H -2.0356 5.2343 3.1152
H -1.8042 2.9813 -0.8546
H -2.2418 4.8521 -2.3327
H -0.8164 7.0579 -2.0292
H 1.0603 7.0003 -0.4206
H 1.2593 5.1167 1.2340
C -4.0274 -0.9856 -3.6945
Si -2.8688 0.4735 -3.2276
C -3.4225 1.0469 -1.4926
C -3.1868 1.8891 -4.4252
N -1.1277 0.0125 -3.0965
C -0.2967 0.0437 -4.2057
C 0.5363 1.2134 -4.4469
C 1.3562 1.3107 -5.5607
C 1.4754 0.1893 -6.4368
C 0.6791 -0.9369 -6.1892
C -0.2130 -1.0185 -5.1134
H -5.0835 -0.8888 -3.5001
H -3.6404 -1.9277 -3.2797
H -3.8991 -1.1396 -4.7946
H -4.3919 0.5586 -1.2309
H -3.6347 2.1035 -1.4272
H -2.6724 0.7152 -0.7195
H -4.2031 2.3372 -4.2359
H -3.0438 1.5650 -5.4489
H -2.4149 2.6560 -4.2425
H 0.4078 2.0679 -3.8020
H 1.8740 2.2818 -5.7760
H 2.1263 0.1958 -7.3393
H 0.8426 -1.7233 -6.9145
H -0.7672 -1.9280 -4.8923

=====

E_tot for the records above, in order: -6052.3032 -6032.5147 -4651.3753 -3748.0799 a.u.
Energy relative to the best compared isomer or geometry (same formula, charge and spin) for the records above, in order: 387.5 0.0 50.2 17.3 kJ/mol